*i*
ORCA calculation (wB97M-V/def2-TZVPD) on the molecule C3H4N2O3.

Highest occupied orbital energy = -0.35194 hartree
Net charge = 0
Molecular weight = 116.1 g mol⁻¹
SMILES = O=C1N/C(=N\O)CO1

Last column: natural (NBO) charge in e.
Cartesian coordinates (Å):
O -1.177 2.415 -1.259  -0.57
C -0.494 1.547 -0.812  0.89
N -0.926 0.428 -0.119  -0.65
C 0.130 -0.392 0.216  0.33
N 0.164 -1.502 0.811  -0.19
O -1.079 -2.001 1.240  -0.58
C 1.343 0.318 -0.316  -0.11
O 0.850 1.512 -0.886  -0.47
H -1.892 0.186 0.021  0.44
H -0.836 -2.800 1.724  0.48
H 2.063 0.555 0.467  0.21
H 1.854 -0.265 -1.087  0.21

---

*ii*
ORCA calculation (wB97M-V/def2-TZVPD) on the molecule C3H4N2O3.

Highest occupied orbital energy = -0.38963 hartree
Net charge = 0
Molecular weight = 116.1 g mol⁻¹
SMILES = [H]/N=C\NOC(=O)C=O

Last column: natural (NBO) charge in e.
Cartesian coordinates (Å):
H -1.447 -1.524 0.565  0.33
N -2.402 -1.251 0.503  -0.62
C -2.308 -0.044 0.072  0.25
N -1.271 0.651 -0.613  -0.31
O -0.117 -0.092 -0.459  -0.32
C 0.911 0.483 0.002  0.65
O 0.783 1.669 0.350  -0.60
C 2.077 -0.289 0.435  0.30
O 2.399 -1.268 -0.393  -0.45
H -3.138 0.653 -0.027  0.17
H -1.064 1.556 -0.235  0.40
H 2.760 0.143 1.439  0.21

---

Stability ranking, top and bottom: *i* is the most stable and *ii* is the least stable.

---

*i*
ORCA calculation (wB97M-V/def2-TZVPD) on the molecule C2H2N2O3.

Highest occupied orbital energy = -0.37526 hartree
Net charge = 0
Molecular weight = 102.0 g mol⁻¹

Last column: natural (NBO) charge in e.
Cartesian coordinates (Å):
C -0.060 0.898 -0.554  -0.13
C -1.099 0.176 -1.279  0.69
N 0.133 -1.207 -0.010  -0.09
N 0.549 0.026 0.184  0.18
O 1.771 0.150 1.185  -0.52
O -1.917 0.499 -2.076  -0.52
O -0.970 -1.158 -0.832  -0.31
H 0.180 1.940 -0.600  0.26
H 0.126 -1.883 0.750  0.43

---

*ii*
ORCA calculation (wB97M-V/def2-TZVPD) on the molecule C2H2N2O3.

Highest occupied orbital energy = -0.37186 hartree
Net charge = 0
Molecular weight = 102.0 g mol⁻¹
SMILES = O=c1nc(O)o[nH]1

Last column: natural (NBO) charge in e.
Cartesian coordinates (Å):
O 2.254 -0.383 -0.068  -0.54
C 1.101 -0.367 -0.220  0.68
N 0.463 0.222 0.892  -0.58
C -0.798 0.349 0.422  0.79
O -1.828 0.981 0.901  -0.64
O -1.078 -0.116 -0.751  -0.32
N 0.254 -0.715 -1.191  -0.34
H -1.686 1.384 1.842  0.53
H 0.063 -1.673 -1.611  0.43

---

*iii*
ORCA calculation (wB97M-V/def2-TZVPD) on a 2-piece molecular cluster, C2H2N2O3 overall.

Highest occupied orbital energy = -0.35250 hartree
Net charge = 0
Molecular weight = 102.0 g mol⁻¹
SMILES = NN=C=O.O=C=O

Last column: natural (NBO) charge in e.
Cartesian coordinates (Å):
N -0.288 -0.247 0.413  -0.63
N 1.049 -0.785 0.401  -0.42
C 1.626 -1.812 0.191  0.82
O 2.468 -2.620 -0.055  -0.52
H -0.779 0.031 -0.493  0.38
H -0.175 0.598 0.966  0.38
O 3.848 0.665 -0.427  -0.50
C 2.866 1.171 -0.127  1.04
O 1.862 1.623 0.204  -0.54

---

*iv*
ORCA calculation (wB97M-V/def2-TZVPD) on the molecule C2H2N2O3.

Highest occupied orbital energy = -0.36185 hartree
Net charge = 0
Molecular weight = 102.0 g mol⁻¹
SMILES = O=c1[nH]c(O)no1

Last column: natural (NBO) charge in e.
Cartesian coordinates (Å):
O 1.098 -2.153 1.034  -0.58
C 0.651 -1.256 0.389  0.85
N 0.090 -0.069 0.800  -0.64
C -0.289 0.618 -0.315  0.62
O -0.889 1.790 -0.193  -0.64
N -0.024 -0.003 -1.411  -0.23
O 0.585 -1.206 -0.973  -0.34
H -0.069 0.191 1.756  0.44
H -1.154 2.089 -1.086  0.51

---

Stability ranking, top and bottom: *iv* is the most stable and *i* is the least stable.

---

*i*
ORCA calculation (wB97M-V/def2-TZVPD) on a 4-piece molecular cluster, C2H14NO3 overall.

2S+1 = 2
Highest occupied orbital energy (alpha / beta) = -0.11494 / -0.41090 hartree
Net charge = 0
<S²> = 0.751
Molecular weight = 100.1 g mol⁻¹

Last column: natural (NBO) charge in e.
Cartesian coordinates (Å):
C -0.299 -1.580 0.898  -0.63
C 0.825 -0.554 0.999  -0.30
N 0.417 0.781 0.422  -0.98
H 0.135 -2.505 1.282  0.22
H -1.163 -1.232 1.447  0.21
H -0.601 -1.800 -0.123  0.23
H 1.264 -0.374 1.978  0.21
H 1.704 -0.891 0.445  0.22
H 1.330 1.299 0.246  0.29
H -0.124 1.318 1.116  0.41
H 0.163 0.647 -0.585  0.33
H -0.519 1.618 -3.623  0.45
H -1.069 3.050 -3.392  0.47
O -0.525 2.363 -3.043  -0.99
H -1.096 1.094 3.765  0.47
H -2.073 0.025 3.460  0.47
O -1.538 0.683 3.033  -0.96
H 1.349 -1.809 -3.304  0.46
H 0.668 -0.658 -2.606  0.42
O 1.150 -1.475 -2.414  -0.99

---

*ii*
ORCA calculation (wB97M-V/def2-TZVPD) on a 4-piece molecular cluster, C2H14NO3 overall.

2S+1 = 2
Highest occupied orbital energy (alpha / beta) = -0.09918 / -0.42610 hartree
Net charge = 0
<S²> = 0.751
Molecular weight = 100.1 g mol⁻¹

Last column: natural (NBO) charge in e.
Cartesian coordinates (Å):
C 0.708 1.284 1.481  -0.68
C 0.600 0.218 0.444  -0.32
N -0.699 -0.539 0.456  -0.98
H 0.117 2.158 1.198  0.22
H 0.509 1.090 2.537  0.22
H 1.766 1.586 1.558  0.22
H 0.683 0.737 -0.510  0.23
H 1.384 -0.529 0.531  0.22
H -0.600 -1.319 -0.246  0.37
H -1.545 -0.016 0.195  0.37
H -0.803 -0.867 1.430  0.35
H 1.928 0.633 -3.372  0.47
H 0.788 -0.361 -3.739  0.47
O 1.090 0.241 -3.062  -0.95
H 0.510 -2.537 2.623  0.45
H 0.584 -3.752 1.700  0.47
O 0.180 -2.885 1.787  -1.04
H -3.023 1.186 -1.560  0.44
H -2.104 2.311 -1.769  0.46
O -2.074 1.360 -1.681  -1.00

---

Stability ranking, top and bottom: *ii* is the most stable and *i* is the least stable.

---

*i*
ORCA calculation (wB97M-V/def2-TZVPD) on C3H4N3 as an isolated structure.

Highest occupied orbital energy (alpha / beta) = -0.61601 / -0.61697 hartree
Net charge = +1
Molecular weight = 82.1 g mol⁻¹

Last column: natural (NBO) charge in e.
Cartesian coordinates (Å):
C -0.756 -0.082 0.905  0.55
C -2.058 -0.286 0.536  -0.13
C 1.667 0.296 -0.106  -0.45
N -1.720 -0.294 -0.768  -0.03
N -0.435 -0.230 -1.094  0.06
N 0.268 -0.087 -0.023  -0.16
H -3.123 -0.389 0.948  0.34
H 2.278 -0.582 -0.467  0.27
H 2.143 0.534 0.886  0.27
H 1.736 1.120 -0.817  0.27

---

*ii*
ORCA calculation (wB97M-V/def2-TZVPD) on C3H4N3 as an isolated structure.

Highest occupied orbital energy (alpha / beta) = -0.56997 / -0.56596 hartree
Net charge = +1
Molecular weight = 82.1 g mol⁻¹

Last column: natural (NBO) charge in e.
Cartesian coordinates (Å):
C -1.697 -0.896 -1.237  0.35
C -2.490 -1.027 -2.427  -0.04
C 1.015 -0.318 0.734  -0.51
N -2.857 -2.181 -2.122  0.02
N -1.028 -0.467 -0.321  0.03
N -0.353 0.018 0.495  0.05
H -2.676 -0.234 -3.153  0.28
H 1.010 -0.921 1.700  0.29
H 1.611 0.650 1.023  0.30
H 1.408 -1.079 0.049  0.24

---

*iii*
ORCA calculation (wB97M-V/def2-TZVPD) on C3H4N3 as an isolated structure.

Highest occupied orbital energy (alpha / beta) = -0.57425 / -0.57421 hartree
Net charge = +1
Molecular weight = 82.1 g mol⁻¹

Last column: natural (NBO) charge in e.
Cartesian coordinates (Å):
C 2.807 -0.736 0.159  0.69
C 0.909 -0.319 -0.490  0.23
C -0.218 0.036 0.356  -0.69
N 3.283 0.521 0.216  -0.13
N 2.309 1.054 -0.239  0.10
N 1.786 -1.371 -0.025  -0.33
H 0.887 -0.155 -1.501  0.25
H -0.506 1.137 0.187  0.30
H -0.070 -0.264 1.490  0.28
H -0.894 -0.704 -0.069  0.30

---

Stability ranking, top and bottom: *ii* is the most stable and *iii* is the least stable.

---

*i*
ORCA calculation (wB97M-V/def2-TZVPD) on a 2-piece molecular cluster, C3H9NO3 overall.

Highest occupied orbital energy = -0.36468 hartree
Net charge = 0
Molecular weight = 107.1 g mol⁻¹
SMILES = C[C@@H](N)C(=O)O.O

Last column: natural (NBO) charge in e.
Cartesian coordinates (Å):
C -0.125 1.834 -0.943  -0.63
C 0.556 0.807 -0.048  -0.14
N -0.104 0.563 1.224  -0.84
C 0.641 -0.588 -0.709  0.80
O 1.549 -1.324 -0.397  -0.61
O -0.493 -1.111 -1.208  -0.74
H 0.355 2.036 -1.903  0.22
H -1.148 1.470 -1.071  0.22
H -0.176 2.842 -0.517  0.21
H 1.565 1.148 0.180  0.22
H 0.173 1.221 1.942  0.37
H -1.117 0.602 1.231  0.36
H -0.697 -1.867 -0.581  0.52
O -0.542 -2.847 0.778  -0.93
H 0.393 -2.638 0.640  0.50
H -0.829 -2.149 1.383  0.48

---

*ii*
ORCA calculation (wB97M-V/def2-TZVPD) on a 2-piece molecular cluster, C3H9NO3 overall.

Highest occupied orbital energy = -0.38011 hartree
Net charge = 0
Molecular weight = 107.1 g mol⁻¹
SMILES = CCNC(=O)O.O

Last column: natural (NBO) charge in e.
Cartesian coordinates (Å):
C 0.131 2.215 1.139  -0.61
C -0.816 1.100 0.744  -0.22
N -0.178 -0.197 0.927  -0.63
C -0.513 -1.244 0.129  0.88
O -0.805 -1.163 -1.042  -0.66
O -0.346 -2.435 0.770  -0.70
H -0.220 3.213 0.891  0.22
H 0.345 2.192 2.213  0.20
H 1.105 2.046 0.674  0.21
H -1.751 1.188 1.302  0.19
H -1.019 1.177 -0.323  0.23
H 0.107 -0.420 1.874  0.40
H -0.091 -3.065 0.084  0.50
O 1.221 -1.486 -3.490  -0.95
H 2.127 -1.649 -3.217  0.46
H 0.704 -1.472 -2.675  0.49

---

Stability ranking, top and bottom: *ii* is the most stable and *i* is the least stable.

---

*i*
ORCA calculation (wB97M-V/def2-TZVPD) on a 2-piece molecular cluster, C3H9NO3 overall.

Highest occupied orbital energy = -0.37492 hartree
Net charge = 0
Molecular weight = 107.1 g mol⁻¹
SMILES = [H]/N=C(\C)OC.OO

Last column: natural (NBO) charge in e.
Cartesian coordinates (Å):
H -1.150 0.879 -1.718  0.37
N -0.830 0.095 -1.142  -0.77
C -0.407 0.508 -0.008  0.65
C -0.472 1.892 0.539  -0.72
O 0.070 -0.445 0.993  -0.57
C -0.393 -1.801 0.893  -0.27
H -0.271 1.914 1.611  0.24
H 0.275 2.515 0.042  0.25
H -1.459 2.321 0.350  0.24
H -0.950 -1.985 -0.030  0.21
H -1.027 -2.025 1.754  0.19
H 0.484 -2.452 0.915  0.19
O 1.988 0.209 -0.698  -0.49
O 1.698 -0.705 -1.789  -0.47
H 1.719 -0.386 0.148  0.47
H 0.726 -0.533 -1.861  0.47

---

*ii*
ORCA calculation (wB97M-V/def2-TZVPD) on C3H9NO3 as an isolated structure.

Highest occupied orbital energy = -0.36028 hartree
Net charge = 0
Molecular weight = 107.1 g mol⁻¹

Last column: natural (NBO) charge in e.
Cartesian coordinates (Å):
C -1.678 -0.293 -0.054  0.97
N -0.872 -0.613 -1.074  -0.79
O -2.900 0.105 -0.436  -0.66
O -1.432 -0.642 1.157  -0.74
O -0.719 1.550 0.845  -1.10
H -3.451 0.187 0.354  0.51
H -0.998 0.504 1.475  0.52
H -1.219 2.349 1.050  0.46
H -1.068 -0.193 -1.968  0.40
H 0.102 -0.763 -0.843  0.43
C 2.696 -0.464 -0.653  -0.41
C 2.056 -0.263 0.491  -0.40
H 2.035 -1.019 1.266  0.20
H 1.535 0.664 0.699  0.23
H 2.696 0.279 -1.441  0.19
H 3.217 -1.388 -0.868  0.19

---

*iii*
ORCA calculation (wB97M-V/def2-TZVPD) on a 2-piece molecular cluster, C3H9NO3 overall.

Highest occupied orbital energy = -0.36782 hartree
Net charge = 0
Molecular weight = 107.1 g mol⁻¹
SMILES = CC(=O)NCO.O

Last column: natural (NBO) charge in e.
Cartesian coordinates (Å):
C -0.595 0.977 1.024  -0.74
C -1.768 0.361 0.430  0.68
O -2.945 0.517 0.620  -0.59
N -1.367 -0.482 -0.528  -0.63
C -0.077 -0.600 -1.037  0.05
O 0.719 0.387 -1.718  -0.74
H -0.023 0.134 1.484  0.26
H 0.017 1.485 0.288  0.23
H -0.969 1.719 1.756  0.24
H -2.153 -0.574 -1.190  0.40
H 0.620 -0.625 -0.140  0.19
H -0.025 -1.568 -1.581  0.18
H 0.145 1.145 -1.944  0.47
O 2.420 -1.117 1.045  -0.93
H 2.599 -0.629 0.208  0.47
H 3.402 -1.130 1.283  0.47

---

*iv*
ORCA calculation (wB97M-V/def2-TZVPD) on a 2-piece molecular cluster, C3H9NO3 overall.

Highest occupied orbital energy = -0.34852 hartree
Net charge = 0
Molecular weight = 107.1 g mol⁻¹
SMILES = C[C@@H](N)C(=O)O.O

Last column: natural (NBO) charge in e.
Cartesian coordinates (Å):
C 1.426 -0.701 -0.743  -0.62
C -0.065 -1.024 -0.520  -0.17
N -0.552 -0.899 0.841  -0.81
C -0.900 -0.230 -1.494  0.79
O -0.865 -0.449 -2.675  -0.59
O -1.640 0.766 -0.961  -0.69
H 1.959 -1.430 -1.350  0.22
H 1.569 0.276 -1.204  0.21
H 1.936 -0.671 0.224  0.21
H -0.224 -2.050 -0.852  0.22
H -0.059 -1.549 1.443  0.36
H -0.294 0.024 1.180  0.37
H -2.408 0.905 -1.533  0.50
O 0.167 1.967 2.545  -0.94
H 0.209 2.606 3.267  0.47
H -0.261 2.460 1.834  0.47

---

Stability ranking, top and bottom: *iv* is the most stable and *i* is the least stable.